Entry 1:
The following is a DFT calculation (ωB97M-V with the def2-TZVPD basis set) of 2 unconnected molecules or ions with the total composition C19H32F3IN2O2P.

Last column: Mulliken charge in e.
CARTESIAN COORDINATES (ANGSTROEM)
O: -1.00 3.47 -2.33  -0.588
C: 6.76 -0.61 0.84  -0.466
H: -3.52 -1.90 -0.65  0.465
F: 3.40 -3.83 1.77  -0.279
H: -0.70 -1.35 1.89  0.688
H: -2.31 0.04 -1.73  0.780
H: 5.11 -0.12 -1.83  0.269
H: -1.00 3.11 0.13  0.436
C: 1.25 -3.14 1.07  0.106
H: -0.51 -2.78 0.00  0.357
H: -1.40 -1.38 -1.25  0.727
H: -0.02 1.38 1.23  0.205
C: 6.72 0.85 -0.87  -0.588
H: -4.40 -0.63 3.29  0.296
H: 2.35 -0.46 -0.13  -0.407
C: -1.66 2.62 -1.77  -0.168
C: -5.13 1.43 -1.72  -1.084
H: -1.84 0.53 1.29  -1.141
H: 2.99 1.01 1.58  0.312
H: -2.80 -1.43 0.87  0.523
C: 5.76 -0.98 -0.02  -0.443
H: -4.77 2.16 -1.00  0.242
H: -6.11 -0.28 -0.84  0.666
F: 0.70 -3.63 2.21  -0.332
C: 0.39 -2.23 0.28  -0.027
H: 2.84 0.77 -1.25  0.481
C: 7.37 0.56 0.30  -0.366
H: -5.22 0.87 2.86  0.364
N: 5.75 -0.09 -1.06  0.021
P: -0.78 0.58 0.29  1.984
H: 1.84 2.24 1.01  0.446
H: -2.36 2.04 -2.39  0.312
H: 0.75 1.92 -1.12  0.939
C: -1.57 2.30 -0.34  -0.883
H: -3.50 0.63 2.41  0.194
C: -5.09 0.02 -1.11  -0.641
H: 7.02 -1.11 1.76  0.413
C: -4.47 0.15 2.53  -1.131
H: 6.87 1.64 -1.59  0.391
H: -6.15 1.70 -1.98  0.346
H: 0.89 -1.98 -0.65  0.175
C: 2.52 -3.42 0.86  0.178
H: -4.54 1.49 -2.64  0.274
F: 3.12 -3.32 -0.33  -0.255
H: 3.47 2.15 0.36  0.361
C: 2.18 0.58 -0.40  0.434
H: -4.76 -0.69 -1.87  0.302
I: 0.66 0.05 -2.95  -0.111
C: 0.75 0.84 -0.94  -1.463
C: -3.11 -1.04 -0.10  -1.911
H: 0.88 -0.66 1.69  0.601
C: 0.00 -1.00 1.12  -1.536
C: 2.63 1.55 0.71  -1.551
O: -5.87 -1.24 1.22  -0.618
N: -4.22 -0.06 0.08  0.622
C: -4.95 -0.47 1.24  0.568
H: -2.57 2.32 0.10  0.452
H: 5.06 -1.80 0.02  0.357
H: 8.19 1.12 0.72  0.403
C: -1.90 -0.49 -0.87  -1.702

Calculated values
Frontier orbital gap in eV: 7.169
HOMO in eV: -4.6685
Net charge: -1
F_max in hartree/bohr: 0.0174

=====

Entry 2:
The following is a DFT calculation (ωB97M-V with the def2-TZVPD basis set) of a molecular structure, C19H32GaGeN5O2S3 at a distorted geometry.

Last column: Mulliken charge in e.
CARTESIAN COORDINATES (ANGSTROEM)
C: 2.45 0.38 2.25  -0.728
C: 0.46 1.48 -4.86  -1.216
H: 2.03 3.84 0.02  0.401
H: -0.94 -2.01 1.24  0.232
H: 2.54 1.38 1.82  0.301
C: 0.90 -1.52 2.24  -0.771
C: -3.23 0.66 1.52  -0.456
H: -2.23 -0.95 2.50  0.498
H: 1.24 2.23 -4.70  0.359
H: 3.83 -3.20 -0.45  0.562
H: 1.82 -2.86 -1.62  0.237
H: 3.12 -2.99 1.15  0.363
H: 2.30 -0.78 -6.39  0.387
C: 1.71 -3.01 -0.54  -0.863
C: -0.57 1.94 0.04  0.244
H: -4.38 2.29 0.77  0.589
C: -4.09 1.74 1.65  -0.392
H: -0.18 -2.33 -0.77  0.385
H: 0.34 -1.46 3.18  0.508
H: 2.64 0.37 -2.37  0.131
H: -3.11 -0.35 4.74  0.297
C: 1.00 3.52 0.02  -0.984
N: 0.59 -2.18 -0.12  0.072
Ge: 1.07 -0.28 -4.16  0.498
S: 3.60 -0.91 0.06  -0.087
C: -0.36 -1.62 -4.47  -1.219
C: 0.09 -2.36 1.24  -1.023
N: -0.97 0.64 0.04  -0.173
Ga: 0.97 -0.07 -0.69  0.753
C: -4.59 2.08 2.89  -0.795
S: -1.53 3.39 -0.07  -0.042
C: 2.58 -0.81 -5.33  -1.351
H: 2.93 -1.81 -5.09  0.361
C: -2.88 -0.09 2.63  -0.181
H: -0.11 5.40 -0.08  0.440
H: -0.63 -1.65 -5.52  0.402
H: -1.26 -1.39 -3.89  0.363
C: -4.24 1.33 4.02  1.157
H: -0.45 1.81 -4.37  0.347
H: -5.25 2.93 3.00  0.293
S: -2.55 0.23 -0.06  1.043
C: 3.06 -2.67 0.11  -0.666
O: -2.56 -1.20 -0.17  -0.739
C: -0.07 4.33 -0.04  -0.235
N: 0.73 2.17 0.07  -0.168
H: 1.51 -4.07 -0.34  0.571
H: 1.84 -2.03 2.47  0.313
H: 3.42 -0.12 -5.19  0.377
H: 0.44 0.44 1.89  0.261
H: 3.81 -1.35 2.42  0.414
H: -0.01 -2.61 -4.18  0.341
O: -3.23 0.99 -1.07  -0.675
C: 3.67 -0.45 1.82  -0.816
C: -3.37 0.24 3.87  -0.996
H: 0.28 1.40 -5.93  0.371
H: 4.57 0.16 1.93  0.518
C: 1.88 -0.44 -2.39  -0.499
N: -4.79 1.62 5.25  -0.517
H: -5.23 2.51 5.37  0.206
N: 1.22 -0.19 1.72  -0.115
H: -4.39 1.21 6.07  0.202
H: 0.09 -3.41 1.53  0.488
H: 2.44 0.46 3.34  0.423

Calculated values
Frontier orbital gap in eV: 6.342
HOMO in eV: -6.0966
F_max in hartree/bohr: 0.0219
Energy above the lowest of the compared OMol25 structures with the same formula, charge and spin in kcal per mole: 9.0

=====

Question: Among the records above, which one has the lowest frontier orbital gap?
Answer: C19H32GaGeN5O2S3

=====

Please write out number 1 again, unchanged.
The following is a DFT calculation (ωB97M-V with the def2-TZVPD basis set) of 2 unconnected molecules or ions with the total composition C19H32F3IN2O2P.

Last column: Mulliken charge in e.
CARTESIAN COORDINATES (ANGSTROEM)
O: -1.00 3.47 -2.33  -0.588
C: 6.76 -0.61 0.84  -0.466
H: -3.52 -1.90 -0.65  0.465
F: 3.40 -3.83 1.77  -0.279
H: -0.70 -1.35 1.89  0.688
H: -2.31 0.04 -1.73  0.780
H: 5.11 -0.12 -1.83  0.269
H: -1.00 3.11 0.13  0.436
C: 1.25 -3.14 1.07  0.106
H: -0.51 -2.78 0.00  0.357
H: -1.40 -1.38 -1.25  0.727
H: -0.02 1.38 1.23  0.205
C: 6.72 0.85 -0.87  -0.588
H: -4.40 -0.63 3.29  0.296
H: 2.35 -0.46 -0.13  -0.407
C: -1.66 2.62 -1.77  -0.168
C: -5.13 1.43 -1.72  -1.084
H: -1.84 0.53 1.29  -1.141
H: 2.99 1.01 1.58  0.312
H: -2.80 -1.43 0.87  0.523
C: 5.76 -0.98 -0.02  -0.443
H: -4.77 2.16 -1.00  0.242
H: -6.11 -0.28 -0.84  0.666
F: 0.70 -3.63 2.21  -0.332
C: 0.39 -2.23 0.28  -0.027
H: 2.84 0.77 -1.25  0.481
C: 7.37 0.56 0.30  -0.366
H: -5.22 0.87 2.86  0.364
N: 5.75 -0.09 -1.06  0.021
P: -0.78 0.58 0.29  1.984
H: 1.84 2.24 1.01  0.446
H: -2.36 2.04 -2.39  0.312
H: 0.75 1.92 -1.12  0.939
C: -1.57 2.30 -0.34  -0.883
H: -3.50 0.63 2.41  0.194
C: -5.09 0.02 -1.11  -0.641
H: 7.02 -1.11 1.76  0.413
C: -4.47 0.15 2.53  -1.131
H: 6.87 1.64 -1.59  0.391
H: -6.15 1.70 -1.98  0.346
H: 0.89 -1.98 -0.65  0.175
C: 2.52 -3.42 0.86  0.178
H: -4.54 1.49 -2.64  0.274
F: 3.12 -3.32 -0.33  -0.255
H: 3.47 2.15 0.36  0.361
C: 2.18 0.58 -0.40  0.434
H: -4.76 -0.69 -1.87  0.302
I: 0.66 0.05 -2.95  -0.111
C: 0.75 0.84 -0.94  -1.463
C: -3.11 -1.04 -0.10  -1.911
H: 0.88 -0.66 1.69  0.601
C: 0.00 -1.00 1.12  -1.536
C: 2.63 1.55 0.71  -1.551
O: -5.87 -1.24 1.22  -0.618
N: -4.22 -0.06 0.08  0.622
C: -4.95 -0.47 1.24  0.568
H: -2.57 2.32 0.10  0.452
H: 5.06 -1.80 0.02  0.357
H: 8.19 1.12 0.72  0.403
C: -1.90 -0.49 -0.87  -1.702

Calculated values
Frontier orbital gap in eV: 7.169
HOMO in eV: -4.6685
Net charge: -1
F_max in hartree/bohr: 0.0174

=====

What did the second record say?
The following is a DFT calculation (ωB97M-V with the def2-TZVPD basis set) of a molecular structure, C19H32GaGeN5O2S3 at a distorted geometry.

Last column: Mulliken charge in e.
CARTESIAN COORDINATES (ANGSTROEM)
C: 2.45 0.38 2.25  -0.728
C: 0.46 1.48 -4.86  -1.216
H: 2.03 3.84 0.02  0.401
H: -0.94 -2.01 1.24  0.232
H: 2.54 1.38 1.82  0.301
C: 0.90 -1.52 2.24  -0.771
C: -3.23 0.66 1.52  -0.456
H: -2.23 -0.95 2.50  0.498
H: 1.24 2.23 -4.70  0.359
H: 3.83 -3.20 -0.45  0.562
H: 1.82 -2.86 -1.62  0.237
H: 3.12 -2.99 1.15  0.363
H: 2.30 -0.78 -6.39  0.387
C: 1.71 -3.01 -0.54  -0.863
C: -0.57 1.94 0.04  0.244
H: -4.38 2.29 0.77  0.589
C: -4.09 1.74 1.65  -0.392
H: -0.18 -2.33 -0.77  0.385
H: 0.34 -1.46 3.18  0.508
H: 2.64 0.37 -2.37  0.131
H: -3.11 -0.35 4.74  0.297
C: 1.00 3.52 0.02  -0.984
N: 0.59 -2.18 -0.12  0.072
Ge: 1.07 -0.28 -4.16  0.498
S: 3.60 -0.91 0.06  -0.087
C: -0.36 -1.62 -4.47  -1.219
C: 0.09 -2.36 1.24  -1.023
N: -0.97 0.64 0.04  -0.173
Ga: 0.97 -0.07 -0.69  0.753
C: -4.59 2.08 2.89  -0.795
S: -1.53 3.39 -0.07  -0.042
C: 2.58 -0.81 -5.33  -1.351
H: 2.93 -1.81 -5.09  0.361
C: -2.88 -0.09 2.63  -0.181
H: -0.11 5.40 -0.08  0.440
H: -0.63 -1.65 -5.52  0.402
H: -1.26 -1.39 -3.89  0.363
C: -4.24 1.33 4.02  1.157
H: -0.45 1.81 -4.37  0.347
H: -5.25 2.93 3.00  0.293
S: -2.55 0.23 -0.06  1.043
C: 3.06 -2.67 0.11  -0.666
O: -2.56 -1.20 -0.17  -0.739
C: -0.07 4.33 -0.04  -0.235
N: 0.73 2.17 0.07  -0.168
H: 1.51 -4.07 -0.34  0.571
H: 1.84 -2.03 2.47  0.313
H: 3.42 -0.12 -5.19  0.377
H: 0.44 0.44 1.89  0.261
H: 3.81 -1.35 2.42  0.414
H: -0.01 -2.61 -4.18  0.341
O: -3.23 0.99 -1.07  -0.675
C: 3.67 -0.45 1.82  -0.816
C: -3.37 0.24 3.87  -0.996
H: 0.28 1.40 -5.93  0.371
H: 4.57 0.16 1.93  0.518
C: 1.88 -0.44 -2.39  -0.499
N: -4.79 1.62 5.25  -0.517
H: -5.23 2.51 5.37  0.206
N: 1.22 -0.19 1.72  -0.115
H: -4.39 1.21 6.07  0.202
H: 0.09 -3.41 1.53  0.488
H: 2.44 0.46 3.34  0.423

Calculated values
Frontier orbital gap in eV: 6.342
HOMO in eV: -6.0966
F_max in hartree/bohr: 0.0219
Energy above the lowest of the compared OMol25 structures with the same formula, charge and spin in kcal per mole: 9.0